Density functional theory data (ωB97M-V/def2-TZVPD) for a single C19H23ClN6O2S molecule.

```
52
Properties=species:S:1:pos:R:3:forces:R:3:lowdin_charge:R:1
C 1.56034 1.70514 -4.17634 0.079 0.143 0.125 -0.110
C 2.18532 2.10541 -2.84664 -0.263 -0.062 -0.126 -0.264
C 1.84425 1.11574 -1.73598 -0.197 -0.279 0.098 -0.458
C 2.65336 1.40366 -0.47751 -0.258 -0.040 -0.298 -0.532
O 3.66515 0.78910 -0.21623 0.315 -0.238 -0.015 0.068
N 2.19137 2.42794 0.27372 -0.063 0.512 0.217 0.053
H 1.27566 2.79703 0.05711 0.110 -0.179 0.025 0.103
C 2.68471 2.65473 1.60881 -0.075 -0.214 0.230 -0.144
C 1.65646 2.18366 2.65473 0.134 0.111 -0.144 -0.204
O 1.12012 0.91275 2.38415 -0.138 0.106 -0.011 -0.227
C 2.01378 -0.16715 2.56217 0.122 -0.126 -0.022 -0.077
H 2.44541 -0.15030 3.56910 -0.011 -0.024 0.022 0.092
H 2.81744 -0.16337 1.82119 -0.021 0.005 0.031 0.078
H 1.42048 -1.07131 2.43699 0.070 -0.050 0.028 0.092
H 0.79367 2.85727 2.64653 0.086 0.036 0.073 0.120
H 2.11869 2.20820 3.65220 -0.071 0.046 -0.041 0.124
H 2.88929 3.71806 1.76194 0.065 -0.079 0.077 0.122
H 3.61751 2.09326 1.69687 -0.071 0.149 0.017 0.120
H 2.05096 0.08844 -2.04780 0.094 0.213 0.099 0.105
S 0.05148 1.15497 -1.34588 0.070 0.455 -0.422 1.091
C -0.19306 -0.51709 -0.84983 0.917 -0.138 -0.446 -0.533
N 0.70351 -1.37354 -1.16929 0.268 0.348 -0.117 0.129
C 0.44070 -2.66386 -0.82573 -0.852 -0.989 0.565 -0.309
N 1.21171 -3.70938 -1.06214 0.643 0.546 -0.399 0.104
N 0.52931 -4.75252 -0.56928 -0.479 0.063 0.243 0.027
C -0.65948 -4.42464 -0.01979 -0.052 0.229 -0.005 -0.231
C -0.76175 -3.05198 -0.16645 0.866 -0.283 -0.402 -0.055
C -1.75045 -2.07735 0.19687 0.012 -0.031 0.036 -0.309
N -2.81109 -2.37986 0.81279 -0.607 -0.241 0.363 0.170
H -3.43518 -1.60975 1.02965 0.156 0.140 -0.098 0.050
N -1.37362 -0.76596 -0.20417 -0.229 -0.284 0.111 0.034
C -2.23956 0.31124 0.12659 -0.437 0.410 0.255 -0.296
C -3.43313 0.46607 -0.56670 0.132 0.041 0.037 -0.041
C -4.28173 1.50256 -0.21451 0.191 -0.014 0.120 -0.661
C -3.95394 2.37694 0.80965 -0.049 -0.020 -0.089 -0.098
C -2.76054 2.20622 1.49071 -0.004 -0.014 -0.014 -0.056
C -1.90045 1.17422 1.16218 -0.088 -0.193 -0.045 -0.024
H -0.97190 1.02703 1.69281 0.121 -0.040 0.045 0.101
H -2.50534 2.88058 2.29372 0.018 0.069 0.077 0.109
H -4.62812 3.17734 1.06973 -0.085 0.065 0.002 0.106
Cl -5.77001 1.70232 -1.06714 -0.182 0.028 -0.106 0.684
H -3.69278 -0.21303 -1.36430 -0.022 -0.057 -0.073 0.127
C -1.59418 -5.40155 0.58177 -0.031 -0.109 0.031 -0.014
H -2.45506 -4.85733 0.95991 -0.035 -0.071 0.031 0.064
H -1.11700 -5.94051 1.39946 -0.027 -0.050 0.075 0.083
H -1.92288 -6.12808 -0.16081 -0.068 -0.058 -0.008 0.084
H 0.93230 -5.67400 -0.64074 -0.072 0.152 0.017 0.162
H 1.85013 3.10616 -2.56272 0.113 0.075 -0.006 0.108
H 3.27360 2.12825 -2.94205 -0.018 0.054 0.104 0.125
H 0.47610 1.68429 -4.09411 -0.079 -0.037 -0.087 0.052
H 1.90396 0.71741 -4.47400 0.002 -0.105 -0.065 0.081
H 1.83445 2.41658 -4.95117 0.000 0.030 -0.115 0.072
```
Forces are in eV/Å.

**Calculated total energy**: -56470.11792 eV
**Gap between HOMO and LUMO**: 8.6392 eV
**Multiplicity**: 1
**Maximum force**: 0.0277 Eh/bohr
**Net charge**: 0
**LUMO**: 0.4722 eV
**HOMO level**: -8.167 eV